Entry 1:
ORCA calculation (wB97M-V/def2-TZVPD) on a 6-piece molecular cluster, C8H26IO8 overall.

Values from the calculation:
spin multiplicity	2
E	-33193.11200	eV
orbital gap (alpha / beta)	10.43 / 5.31	eV
expectation value of S²	0.75
LUMO level (alpha / beta)	0.08 / -5.04	eV

The geometry in XYZ format:
```
43
Properties=species:S:1:pos:R:3:forces:R:3:nbo_charge:R:1
I -24.846 -2.552 -10.133 0.06 0.03 0.03 0.03
C -23.955 0.479 -12.855 -0.75 1.40 -0.98 -0.26
O -23.397 0.625 -11.594 0.68 -1.19 1.25 -0.70
H -23.308 1.133 -13.439 -0.53 -0.10 -0.63 0.19
H -24.074 -0.478 -13.364 0.77 -0.60 0.51 0.16
H -24.976 0.856 -12.795 -0.19 0.42 -0.48 0.15
H -23.711 -0.092 -11.039 -0.01 0.14 0.23 0.44
C -28.991 -3.501 -9.725 0.42 0.18 -0.88 -0.25
O -27.961 -4.024 -8.941 0.70 -1.07 0.87 -0.72
H -29.961 -3.890 -9.416 0.07 0.58 0.52 0.19
H -28.788 -2.431 -9.683 -1.38 0.34 -0.30 0.16
H -28.894 -3.846 -10.755 0.09 0.11 -0.34 0.16
H -27.198 -3.459 -9.081 -0.02 -0.18 0.15 0.45
C -25.750 -4.319 -13.624 0.60 -0.67 -0.02 -0.10
C -26.166 -5.057 -14.940 -0.67 0.37 1.90 -0.08
O -27.411 -4.589 -15.411 0.11 0.29 -0.48 -0.71
O -26.655 -4.515 -12.537 -1.13 -0.67 -0.68 -0.75
H -25.656 -3.236 -13.702 0.47 0.03 -0.74 0.16
H -24.828 -4.823 -13.334 0.55 0.42 -0.13 0.17
H -26.271 -6.109 -14.674 0.08 -0.25 0.11 0.17
H -25.397 -5.010 -15.711 -0.04 0.47 0.05 0.19
H -27.865 -4.209 -14.655 -0.22 -0.06 0.06 0.47
H -26.309 -4.125 -11.731 0.15 -0.07 -0.14 0.47
C -22.098 -1.281 -7.577 -0.70 2.69 -0.35 -0.10
C -21.456 -0.525 -6.389 -0.03 -1.15 -0.20 -0.09
O -20.157 -0.124 -6.819 -0.43 0.36 0.40 -0.70
O -22.699 -0.140 -8.390 0.91 -2.26 0.99 -0.72
H -22.877 -2.020 -7.392 -0.08 0.10 0.49 0.17
H -21.286 -1.758 -8.125 -0.04 0.01 -0.23 0.17
H -21.344 -1.135 -5.492 -0.11 -0.48 -0.01 0.16
H -22.076 0.303 -6.045 0.25 0.30 -0.61 0.20
H -19.687 -0.958 -6.888 0.42 0.15 -0.07 0.46
H -22.994 -0.594 -9.183 -0.06 0.33 -0.26 0.44
C -20.986 -4.383 -11.941 -0.48 0.85 0.12 -0.09
C -21.692 -5.627 -12.415 -1.02 1.51 -0.29 -0.10
O -22.878 -5.810 -11.650 0.31 -1.00 1.18 -0.72
O -21.791 -3.202 -12.136 -0.10 -0.24 -0.58 -0.75
H -20.077 -4.217 -12.519 0.15 -0.07 0.23 0.19
H -20.802 -4.511 -10.874 0.43 0.00 0.03 0.17
H -20.932 -6.406 -12.359 -0.76 -0.61 -0.03 0.19
H -22.174 -5.450 -13.376 1.32 -0.24 -0.91 0.18
H -23.293 -4.945 -11.634 -0.15 0.15 -0.04 0.46
H -22.211 -2.851 -11.347 0.34 -0.33 0.23 0.47
```
Forces are in eV/Å.

---

Entry 2:
ORCA calculation (wB97M-V/def2-TZVPD) on C8H26O6V as an isolated structure.

Values from the calculation:
spin multiplicity	4
E	-46689.57897	eV
orbital gap (alpha / beta)	6.27 / 8.72	eV
energy relative to the best compared isomer or geometry (same formula, charge and spin)	2.93	kcal/mol
expectation value of S²	3.75
LUMO level (alpha / beta)	0.70 / 0.69	eV

The geometry in XYZ format:
```
41
Properties=species:S:1:pos:R:3:forces:R:3:nbo_charge:R:1
V 3.139 -15.898 26.308 0.02 -0.50 0.07 1.29
O 2.755 -14.564 24.822 -0.03 -0.61 0.13 -1.21
H 2.730 -13.612 24.841 -0.05 0.22 0.01 0.43
O 3.767 -17.152 27.881 -0.23 0.55 -0.30 -1.26
H 3.928 -18.016 28.244 -0.08 -0.29 -0.04 0.45
C 7.114 -16.524 24.556 0.35 0.55 0.26 -0.63
C 5.774 -17.060 24.112 0.75 -1.18 -0.24 -0.05
O 4.860 -17.160 25.195 -0.70 0.86 -0.25 -0.72
H 6.916 -15.522 24.946 0.25 -0.01 0.12 0.21
H 7.830 -16.420 23.738 -0.23 -0.01 -0.21 0.21
H 7.636 -17.106 25.318 -0.34 -0.14 0.12 0.20
H 5.863 -18.076 23.713 0.20 0.12 -0.29 0.16
H 5.447 -16.421 23.292 -0.77 0.05 0.38 0.19
H 4.955 -18.005 25.639 0.02 0.10 0.22 0.49
C -0.469 -14.624 28.932 -1.42 0.47 -0.95 -0.65
C 0.583 -14.153 27.967 1.49 1.39 -0.36 -0.07
O 1.676 -15.075 27.887 -0.41 -0.63 -0.12 -0.71
H -1.078 -15.390 28.442 0.54 -0.60 0.27 0.22
H -1.257 -13.869 29.022 0.42 0.38 0.41 0.23
H -0.130 -14.926 29.921 0.14 -0.01 -0.08 0.21
H 1.122 -13.216 28.200 -0.81 0.08 0.73 0.17
H 0.214 -13.900 26.969 -0.19 -0.83 -0.03 0.20
H 1.746 -15.405 28.791 0.69 -0.45 -0.30 0.49
C -0.408 -18.629 26.406 -0.62 -0.01 0.16 -0.66
C 1.057 -18.244 26.567 -0.19 -0.10 -1.44 -0.07
O 1.326 -17.168 25.630 0.78 0.18 1.01 -0.72
H -0.870 -18.845 27.370 -0.03 -0.38 -0.14 0.22
H -0.577 -19.429 25.681 0.33 -0.45 0.43 0.21
H -1.033 -17.855 25.951 0.40 0.58 0.37 0.22
H 1.701 -19.089 26.308 -0.03 -0.07 -0.01 0.17
H 1.414 -17.931 27.544 -0.41 0.38 0.00 0.22
H 0.973 -17.380 24.764 0.12 0.04 -0.11 0.49
C 6.199 -12.724 26.824 0.76 -0.04 0.09 -0.64
C 4.851 -13.370 27.027 -0.38 0.63 0.31 -0.06
O 4.850 -14.780 26.912 0.46 0.34 -0.28 -0.71
H 6.181 -11.656 27.047 -0.30 0.03 -0.14 0.22
H 6.592 -12.853 25.814 -0.21 -0.02 -0.07 0.21
H 6.971 -13.112 27.498 -0.18 -0.23 0.09 0.20
H 4.145 -13.002 26.285 0.04 -0.14 -0.07 0.20
H 4.437 -13.100 28.006 0.13 0.01 0.03 0.16
H 5.647 -15.158 27.298 -0.27 -0.27 0.20 0.50
```
Forces are in eV/Å.

---

Entry 3:
ORCA calculation (wB97M-V/def2-TZVPD) on C8H27AsF6O5 as an isolated structure.

Values from the calculation:
spin multiplicity	2
E	-96115.91783	eV
orbital gap (alpha / beta)	2.28 / 10.27	eV
charge	-1
expectation value of S²	0.75
LUMO level (alpha / beta)	2.59 / 2.56	eV

The geometry in XYZ format:
```
47
Properties=species:S:1:pos:R:3:forces:R:3:nbo_charge:R:1
O 0.226 -0.504 -0.226 0.57 0.11 -1.62 -0.79
H -0.712 -0.422 -0.409 -1.48 0.20 -0.41 0.55
H 0.405 -1.140 0.471 0.18 -1.13 1.53 0.56
H 0.595 0.364 -0.048 0.56 1.20 0.63 0.56
As 0.169 -4.102 -1.199 1.33 -0.62 -1.37 2.80
F 1.388 -5.170 -1.968 -1.14 0.63 0.54 -0.63
F -0.514 -3.779 -2.859 0.43 -0.10 2.06 -0.63
F -0.942 -2.952 -0.395 0.41 -0.87 -0.62 -0.65
F 0.967 -4.449 0.356 -0.94 0.20 -0.77 -0.64
F 1.316 -2.770 -1.415 -0.79 -0.46 0.05 -0.63
F -0.950 -5.458 -1.017 0.64 1.15 0.11 -0.62
C 0.847 3.855 1.399 -0.04 1.30 -0.62 -0.82
C -0.175 2.802 1.693 -0.12 1.07 0.21 -0.20
O 0.491 1.592 1.634 -0.43 -2.00 -0.51 -0.85
H 0.394 4.778 1.036 -0.21 0.42 0.36 0.19
H 1.524 3.599 0.584 0.01 -0.45 0.23 0.21
H 1.402 4.037 2.319 0.29 0.21 -0.18 0.19
H -1.051 2.813 1.045 0.22 -0.25 -0.24 0.16
H -0.534 2.991 2.705 -0.35 -0.10 0.18 0.15
H 1.270 1.690 2.187 0.62 -0.25 0.37 0.41
C -4.489 -0.129 0.555 1.53 0.29 -0.88 -0.66
C -3.292 -0.825 -0.209 -1.82 -0.06 0.52 -0.07
O -2.376 0.123 -0.702 0.85 0.40 0.45 -0.76
H -4.831 0.707 -0.055 -0.45 -0.20 -0.41 0.19
H -4.087 0.418 1.408 -0.04 -0.51 0.45 0.21
H -5.316 -0.795 0.800 0.20 0.03 0.07 0.22
H -3.640 -1.379 -1.081 -0.31 -0.35 0.23 0.17
H -2.773 -1.513 0.457 0.13 0.14 -0.16 0.20
H -2.837 0.735 -1.280 0.09 0.08 -0.15 0.48
C 2.946 -1.575 1.227 0.06 -0.65 0.03 -0.71
C 2.006 -2.019 2.330 1.95 -0.29 0.84 -0.12
O 0.656 -1.851 2.011 -0.44 0.40 -0.16 -0.76
H 2.865 -2.301 0.418 -0.26 0.58 -0.50 0.24
H 3.999 -1.610 1.504 -0.03 -0.19 0.58 0.22
H 2.810 -0.523 0.972 -0.37 -0.10 -0.40 0.19
H 2.269 -1.498 3.250 -0.23 0.49 0.16 0.14
H 2.137 -3.069 2.595 0.38 -0.27 -0.39 0.16
H 0.227 -2.274 2.758 -0.85 0.11 -0.33 0.49
C -0.086 2.133 -2.929 1.04 0.40 -0.01 -0.65
C 1.300 2.687 -2.508 -1.10 0.52 -0.59 -0.10
O 1.863 1.905 -1.491 -0.50 -0.50 0.28 -0.79
H -0.534 2.784 -3.680 0.24 0.03 -0.32 0.20
H -0.780 2.227 -2.094 0.14 -0.54 0.22 0.20
H 0.017 1.127 -3.337 -0.32 -0.07 0.26 0.22
H 1.090 3.710 -2.198 0.21 0.28 0.48 0.14
H 2.003 2.798 -3.334 -0.12 -0.33 -0.37 0.15
H 2.741 2.231 -1.280 0.30 0.08 0.17 0.45
```
Forces are in eV/Å.

---

Entry 4:
ORCA calculation (wB97M-V/def2-TZVPD) on C8H27BrCuN9O5 as an isolated structure.

Values from the calculation:
spin multiplicity	2
E	-147061.56287	eV
orbital gap (alpha / beta)	7.07 / 3.80	eV
charge	+1
energy relative to the best compared isomer or geometry (same formula, charge and spin)	75.22	kcal/mol
expectation value of S²	0.76
LUMO level (alpha / beta)	-4.29 / -7.56	eV

The geometry in XYZ format:
```
51
Properties=species:S:1:pos:R:3:forces:R:3:nbo_charge:R:1
Cu 3.358 1.971 -0.203 -2.32 -0.17 -0.93 1.22
Br 0.917 1.143 0.679 1.05 0.43 -0.34 -0.33
C 2.597 -2.447 1.826 0.53 0.15 0.03 0.78
O 3.282 -1.518 2.253 -0.38 0.02 -0.03 -0.70
N 2.629 -3.682 2.428 -0.07 0.95 -0.15 -0.84
N 1.793 -2.280 0.740 0.12 -0.60 0.19 -0.85
H 3.333 -3.672 3.148 0.01 -0.58 0.00 0.41
H 2.426 -4.518 1.911 0.06 -0.12 0.11 0.40
H 1.225 -3.022 0.376 -0.18 0.17 -0.06 0.40
H 1.734 -1.351 0.378 -0.11 0.02 -0.20 0.40
C 1.405 4.284 -1.531 -1.19 -0.29 -0.25 0.81
O 2.302 3.668 -0.935 1.06 -0.30 0.46 -0.80
N 1.646 5.406 -2.239 0.08 -0.48 0.42 -0.80
N 0.109 3.844 -1.497 1.49 0.60 -0.14 -0.82
H 0.930 5.817 -2.809 0.13 0.19 -0.01 0.41
H 2.576 5.784 -2.215 -0.02 0.12 -0.13 0.42
H -0.599 4.373 -1.971 -0.30 -0.35 0.09 0.41
H -0.013 2.923 -1.119 -0.47 -0.01 0.05 0.42
C 1.061 1.189 4.932 0.05 -0.44 0.37 0.77
O 1.066 1.387 6.132 0.05 0.16 -0.26 -0.64
N 1.877 0.264 4.325 -0.44 0.39 -0.48 -0.85
N 0.180 1.833 4.083 0.39 -0.27 0.27 -0.86
H 2.586 -0.223 4.838 -0.05 0.10 0.23 0.41
H 1.916 0.203 3.324 0.19 -0.18 0.00 0.39
H -0.349 2.581 4.489 -0.10 0.01 -0.10 0.41
H 0.179 1.659 3.096 -0.06 0.23 0.10 0.37
C 2.548 -0.138 -2.548 -0.94 -0.27 -0.29 0.81
O 2.976 0.860 -1.932 0.69 0.24 0.77 -0.82
N 1.245 -0.505 -2.457 0.95 0.14 -0.11 -0.81
N 3.341 -0.836 -3.387 -0.04 0.54 0.55 -0.80
H 0.668 -0.028 -1.787 -0.19 -0.04 -0.05 0.43
H 0.865 -1.223 -3.047 -0.17 -0.06 0.16 0.41
H 3.032 -1.661 -3.865 0.10 -0.05 -0.01 0.41
H 4.312 -0.580 -3.359 0.06 -0.19 -0.27 0.42
C -2.346 -0.096 -1.669 -0.05 0.28 0.01 -0.62
C -2.562 -0.857 -0.374 0.51 0.02 0.07 -0.08
C -3.709 -1.835 -0.492 -0.43 -0.47 0.01 -0.06
O -4.890 -1.089 -0.617 -0.11 0.48 0.14 -0.54
C -6.043 -1.877 -0.840 0.59 -0.35 -0.08 -0.24
N -1.318 -1.573 -0.009 -0.33 0.02 0.01 -0.85
H -3.296 0.310 -2.016 0.01 -0.14 -0.15 0.24
H -1.911 -0.773 -2.406 -0.18 0.00 -0.12 0.20
H -1.676 0.767 -1.573 0.08 -0.13 0.23 0.18
H -2.840 -0.177 0.440 -0.15 0.14 -0.17 0.18
H -3.728 -2.461 0.418 -0.13 0.06 -0.06 0.16
H -3.646 -2.526 -1.347 0.45 0.12 -0.01 0.17
H -6.099 -2.655 -0.071 -0.31 0.05 0.01 0.17
H -5.979 -2.370 -1.818 -0.08 0.01 0.02 0.17
H -6.905 -1.222 -0.820 -0.07 0.01 0.11 0.20
H -0.673 -0.884 0.363 0.07 -0.15 0.01 0.35
H -1.530 -2.188 0.774 0.14 0.00 -0.03 0.37
```
Forces are in eV/Å.

---

Entry 5:
ORCA calculation (wB97M-V/def2-TZVPD) on a 5-piece molecular cluster, C8H27N8O6S overall.

Values from the calculation:
spin multiplicity	1
E	-43767.58608	eV
orbital gap	5.92	eV
charge	+1
LUMO level	-5.24	eV

The geometry in XYZ format:
```
50
Properties=species:S:1:pos:R:3:forces:R:3:nbo_charge:R:1
C 0.942 -0.904 5.554 0.83 0.30 0.41 -0.69
C 1.462 0.201 4.450 1.25 -1.82 -0.43 -0.12
O 0.417 1.097 3.933 0.22 0.37 2.50 -0.57
C -0.170 1.944 4.981 -1.10 0.36 0.27 -0.11
C -1.819 1.677 4.903 1.86 2.66 -1.62 -0.14
O -2.230 0.452 5.629 -0.26 -1.28 -2.89 -0.57
S -2.760 -0.771 4.567 -0.78 0.44 1.62 0.72
H 0.117 -0.506 6.286 1.52 -0.68 -1.45 0.20
H 1.889 -1.148 6.236 -2.17 0.27 -1.54 0.25
H 0.588 -1.888 5.026 0.68 1.85 0.99 0.21
H 2.421 0.757 4.859 -2.23 -0.71 -0.70 0.19
H 1.845 -0.434 3.514 -0.86 1.53 1.89 0.27
H 0.257 1.750 6.065 -0.95 0.11 -2.25 0.22
H -0.016 3.114 4.794 -0.29 -2.58 0.01 0.22
H -2.050 1.621 3.733 0.41 -0.07 2.57 0.20
H -2.398 2.618 5.294 0.88 -2.20 -0.28 0.24
H -1.967 -1.925 4.754 0.18 1.51 -0.48 0.23
H -2.623 -0.416 3.212 0.92 -0.13 1.25 0.22
C 2.283 -1.455 0.634 0.44 -0.07 -0.40 0.77
O 2.618 -1.778 1.763 0.01 -0.12 0.97 -0.71
N 1.058 -0.979 0.348 -1.59 0.33 0.36 -0.85
N 3.108 -1.547 -0.424 1.16 -0.48 -0.25 -0.85
H 0.763 -0.708 -0.575 0.24 0.13 -0.14 0.42
H 0.405 -0.894 1.117 0.38 0.00 -0.35 0.38
H 4.040 -1.901 -0.252 -0.40 0.13 0.05 0.40
H 2.850 -1.286 -1.361 -0.21 0.20 -0.03 0.43
C 1.383 -0.048 -3.681 -0.74 0.43 -0.83 0.78
O 1.718 -0.370 -2.552 0.14 -0.42 0.78 -0.74
N 0.158 0.429 -3.967 -0.37 0.20 0.25 -0.84
N 2.208 -0.139 -4.739 1.31 -0.30 -0.50 -0.83
H -0.137 0.699 -4.890 -0.03 -0.35 0.08 0.40
H -0.495 0.514 -3.199 0.00 0.27 -0.14 0.44
H 3.140 -0.493 -4.568 -0.33 0.16 -0.16 0.41
H 1.950 0.121 -5.676 0.00 -0.08 0.19 0.40
C -1.131 3.044 -2.124 0.15 -0.15 -0.11 0.78
O -1.064 1.853 -1.862 -0.25 -0.38 0.41 -0.70
N -1.944 3.889 -1.465 -0.94 0.41 1.01 -0.84
N -0.398 3.616 -3.096 0.82 0.08 -0.96 -0.84
H -2.013 4.872 -1.667 0.02 -0.19 0.02 0.39
H -2.513 3.499 -0.726 0.20 0.21 -0.35 0.40
H 0.227 3.015 -3.617 -0.17 0.20 0.20 0.42
H -0.440 4.595 -3.327 -0.01 -0.18 0.06 0.39
C -1.635 -2.742 -4.806 -0.23 0.57 -0.12 0.77
O -2.050 -1.606 -4.973 -0.08 0.17 -0.05 -0.68
N -2.037 -3.782 -5.560 -0.69 -0.77 -1.02 -0.84
N -0.739 -3.057 -3.853 0.92 0.12 1.16 -0.85
H -1.707 -4.724 -5.438 -0.06 0.19 -0.03 0.39
H -2.711 -3.588 -6.289 0.26 -0.11 0.28 0.41
H -0.411 -2.303 -3.264 -0.03 -0.29 -0.19 0.41
H -0.386 -3.986 -3.701 -0.06 0.18 -0.04 0.39
```
Forces are in eV/Å.

---

Number 1: maximum force 2.802 eV/A. Number 2: maximum force 2.070 eV/A. Number 3: maximum force 2.145 eV/A. Number 4: maximum force 2.500 eV/A. Number 5: maximum force 3.628 eV/A.